[1]
{"formula": "C3H5ClN4O2", "method": "ωB97M-V/def2-TZVPD", "species": ["C", "C", "C", "N", "N", "N", "N", "O", "O", "Cl", "H", "H", "H", "H", "H"], "positions_angstrom": [[1.178, 0.066, 0.671], [0.300, 1.025, 0.451], [-1.683, -1.235, -0.172], [2.200, -0.651, 0.898], [-1.056, 0.922, 0.562], [0.715, 2.323, 0.064], [-2.026, -2.443, -0.225], [2.619, -1.572, 0.012], [-1.583, -0.361, 0.811], [-0.968, -0.577, -1.792], [-1.446, 1.713, 1.165], [1.563, 2.404, -0.312], [-0.034, 2.874, -0.222], [2.051, -1.518, -0.867], [-1.830, -2.969, -1.041]], "orbital_gap_ev": 8.6, "largest_force_ha_per_bohr": 0.10039, "smiles": "[H]/N=C(\\Cl)ONC(N)=C=NO", "e_homo_ev": -8.23, "de_lowest_kcal_mol": 7.3, "total_energy_ev": -25763.342}

=====

[2]
{"formula": "C5H9O4", "method": "ωB97M-V/def2-TZVPD", "species": ["O", "C", "C", "O", "O", "C", "H", "H", "H", "O", "H", "C", "C", "H", "H", "H", "H", "H"], "positions_angstrom": [[1.122, -0.125, -1.546], [0.256, 0.732, -2.075], [0.498, -1.394, -1.319], [0.464, 1.893, -2.280], [-0.918, 0.117, -2.324], [-0.924, -1.112, -1.696], [0.620, -1.653, -0.257], [0.984, -2.158, -1.942], [-1.643, -1.830, -2.079], [-1.014, 0.504, 0.503], [-1.795, 1.046, 0.356], [0.791, 0.159, 2.103], [-0.423, 0.995, 1.764], [1.268, 0.542, 3.016], [0.505, -0.889, 2.273], [1.529, 0.193, 1.288], [-0.143, 2.056, 1.650], [-1.178, 0.926, 2.564]], "orbital_gap_ev": [8.8, 11.1], "largest_force_ha_per_bohr": 0.03258, "e_homo_ev": [-8.00, -10.65], "de_lowest_kcal_mol": 0.0, "spin_multiplicity": 2, "s_squared": 0.75, "total_energy_ev": -13518.945}

=====

[3]
{"formula": "C8H12N", "method": "ωB97M-V/def2-TZVPD", "species": ["C", "C", "C", "C", "C", "C", "C", "C", "N", "H", "H", "H", "H", "H", "H", "H", "H", "H", "H", "H", "H"], "positions_angstrom": [[-0.844, -0.240, 0.283], [-1.760, -1.379, -0.289], [-2.903, -0.377, 0.057], [1.513, -0.172, 1.021], [-1.919, 0.727, 0.577], [-2.712, 1.006, -0.702], [3.346, -0.236, -0.661], [2.407, 0.759, 0.200], [0.289, -0.380, 0.842], [-1.530, -1.535, -1.307], [-1.670, -2.243, 0.336], [-3.927, -0.614, 0.608], [1.918, -0.622, 1.915], [-3.616, 1.612, -0.489], [-2.349, 1.018, -1.627], [-1.829, 1.397, 1.455], [4.245, 0.246, -0.812], [2.861, -0.351, -1.629], [3.546, -1.053, -0.086], [1.880, 1.229, -0.566], [3.056, 1.209, 0.873]], "charge": 1, "orbital_gap_ev": 10.4, "largest_force_ha_per_bohr": 0.12938, "smiles": "CCC=[N+]=C1C[C@@H]2C[C@H]12", "e_homo_ev": -14.59, "de_lowest_kcal_mol": 32.2, "total_energy_ev": -9970.346}

=====

[4]
{"formula": "C4H10NO", "method": "ωB97M-V/def2-TZVPD", "species": ["C", "C", "C", "C", "N", "O", "H", "H", "H", "H", "H", "H", "H", "H", "H", "H"], "positions_angstrom": [[1.822, -2.894, 0.526], [1.037, -1.951, 0.872], [-1.981, 1.552, 0.038], [-0.141, 1.813, -1.472], [-0.613, 1.387, -0.391], [1.228, -0.656, 0.589], [1.548, -3.966, 0.672], [2.920, -2.814, 0.160], [0.118, -2.135, 1.295], [-2.523, 2.539, 0.039], [-2.537, 0.857, -0.655], [-2.225, 1.260, 1.100], [-0.694, 2.606, -2.094], [0.704, 1.298, -1.972], [2.199, -0.505, 0.549], [-0.009, 0.642, 0.030]], "charge": 1, "orbital_gap_ev": 7.9, "largest_force_ha_per_bohr": 0.11215, "e_homo_ev": -12.94, "de_lowest_kcal_mol": 61.0, "total_energy_ev": -7838.674}

=====

[5]
{"formula": "C20H21NO3", "method": "ωB97M-V/def2-TZVPD", "species": ["C", "C", "O", "C", "C", "C", "C", "C", "C", "H", "H", "H", "O", "C", "C", "H", "H", "C", "H", "H", "O", "C", "C", "C", "C", "C", "C", "C", "C", "N", "C", "H", "H", "H", "H", "H", "H", "H", "H", "H", "H", "H", "H", "H", "H"], "positions_angstrom": [[4.480, 1.554, 1.778], [3.134, 1.639, 0.883], [2.124, 1.077, 1.731], [0.904, 1.274, 1.296], [0.600, 1.738, -0.126], [-0.772, 1.739, -0.260], [-1.792, 1.531, 0.786], [-1.286, 0.976, 1.839], [0.052, 0.925, 2.241], [0.217, 0.700, 3.247], [-2.060, 0.611, 2.753], [-2.643, 1.357, 0.395], [-0.979, 2.112, -1.766], [-2.308, 1.849, -2.111], [-2.820, 0.530, -2.366], [-3.155, 0.232, -1.132], [-3.910, 0.746, -2.846], [-1.958, -0.419, -2.819], [-2.163, -0.763, -4.029], [-0.926, -0.198, -2.624], [-2.057, -1.768, -2.368], [-1.626, -1.995, -0.837], [-2.530, -2.543, -0.015], [-2.135, -2.715, 1.400], [-0.639, -2.701, 1.421], [0.071, -2.101, 0.581], [1.460, -1.741, 0.857], [2.384, -1.693, -0.070], [1.840, -1.164, -1.220], [0.506, -1.308, -1.614], [-0.252, -1.877, -0.722], [2.578, -0.895, -2.242], [3.398, -1.482, 0.125], [1.857, -2.001, 1.872], [-0.452, -2.637, 2.580], [-2.838, -3.273, 1.999], [-3.483, -2.659, -0.534], [-2.296, 2.373, -2.929], [-2.946, 2.553, -1.552], [1.364, 1.766, -0.530], [3.137, 1.145, 0.119], [3.076, 2.731, 0.968], [4.576, 2.229, 2.698], [5.392, 2.057, 1.124], [4.875, 0.486, 2.018]], "orbital_gap_ev": 7.9, "largest_force_ha_per_bohr": 0.37136, "smiles": "CCOc1cccc(OCCCOc2cccc3cccnc23)c1", "e_homo_ev": -8.45, "de_lowest_kcal_mol": 361.1, "total_energy_ev": -28698.429}

=====

[6]
{"formula": "C4H8O3", "method": "ωB97M-V/def2-TZVPD", "species": ["O", "C", "C", "C", "O", "C", "O", "H", "H", "H", "H", "H", "H", "H", "H"], "positions_angstrom": [[-2.438, 1.163, -0.455], [-1.048, 0.923, -0.559], [-0.779, -0.415, 0.106], [0.696, -0.761, 0.126], [0.884, -2.095, -0.173], [1.667, -0.020, 0.933], [1.601, 0.133, -0.494], [-2.634, 1.970, -0.943], [-0.466, 1.719, -0.072], [-0.721, 0.879, -1.607], [-1.329, -1.195, -0.429], [-1.170, -0.399, 1.127], [1.357, 0.851, 1.511], [2.557, -0.534, 1.295], [1.824, -2.220, -0.366]], "orbital_gap_ev": 11.0, "largest_force_ha_per_bohr": 0.00845, "smiles": "OCC[C@]1(O)CO1", "e_homo_ev": -10.19, "de_lowest_kcal_mol": 51.9, "total_energy_ev": -10418.753}

=====

[7]
{"formula": "C18H27BaN2O6P2", "method": "ωB97M-V/def2-TZVPD", "species": ["Ba", "P", "C", "C", "N", "C", "C", "C", "C", "C", "P", "H", "H", "H", "H", "H", "H", "H", "H", "O", "H", "H", "O", "H", "C", "H", "H", "H", "C", "H", "H", "H", "C", "H", "H", "H", "C", "H", "H", "H", "O", "C", "O", "C", "C", "C", "C", "C", "C", "N", "O", "O", "H", "H", "H", "H"], "positions_angstrom": [[-1.369, -0.386, -0.160], [-0.056, 2.742, -0.185], [0.944, 2.298, -1.569], [1.757, 1.123, -1.685], [1.456, -0.042, -0.986], [2.320, -1.053, -1.032], [3.472, -1.038, -1.832], [3.747, 0.076, -2.616], [2.874, 1.156, -2.557], [2.091, -2.298, -0.162], [0.398, -2.819, 0.064], [3.033, 2.054, -3.155], [4.124, -1.906, -1.819], [4.632, 0.098, -3.256], [2.612, -3.160, -0.639], [2.529, -2.124, 0.860], [-3.231, 2.221, -4.581], [0.890, 2.923, -2.469], [-3.829, -2.070, -0.367], [-2.986, 2.141, -5.493], [-2.159, 1.653, -5.476], [-2.296, -0.743, 1.807], [-3.173, -1.791, -0.973], [-1.741, -2.609, -2.570], [-0.740, -2.964, -2.881], [-0.148, -3.280, -1.969], [-0.831, -3.850, -3.516], [-0.190, -2.167, -3.405], [0.708, -4.417, 0.803], [-0.235, -4.758, 1.282], [0.971, -5.114, -0.017], [1.505, -4.409, 1.571], [1.174, 2.996, 1.166], [1.195, 4.055, 1.449], [0.838, 2.382, 2.012], [2.171, 2.671, 0.850], [-0.533, 4.478, -0.609], [-1.543, 4.635, -0.199], [0.146, 5.235, -0.183], [-0.576, 4.589, -1.703], [-2.756, -1.049, 2.594], [-1.854, -0.241, 3.212], [-0.895, 0.213, 2.512], [-2.263, -0.066, 4.525], [-1.478, 0.750, 5.328], [-1.900, 0.939, 6.614], [-3.091, 0.334, 7.051], [-3.860, -0.498, 6.227], [-3.458, -0.705, 4.930], [-3.522, 0.572, 8.395], [-2.821, 1.319, 9.120], [-4.581, 0.037, 8.798], [-0.587, 1.198, 4.902], [-1.330, 1.547, 7.294], [-4.757, -0.970, 6.602], [-4.056, -1.324, 4.259]], "charge": 1, "orbital_gap_ev": [6.4, 6.4], "largest_force_ha_per_bohr": 0.08012, "e_homo_ev": [-10.78, -10.87], "de_lowest_kcal_mol": 126.3, "total_energy_ev": -53629.683}